{"formula": "C32H35AuClFN9O7S", "method": "ωB97M-V/def2-TZVPD", "symbols": ["Au", "N", "C", "C", "C", "C", "C", "C", "S", "O", "O", "N", "C", "N", "C", "C", "C", "N", "H", "H", "H", "H", "H", "H", "H", "H", "H", "C", "C", "C", "C", "C", "O", "C", "C", "C", "C", "C", "C", "Cl", "C", "C", "C", "N", "C", "N", "C", "N", "H", "H", "H", "H", "H", "H", "H", "H", "H", "H", "H", "H", "H", "H", "H", "H", "H", "H", "H", "H", "H", "H", "F", "C", "C", "N", "C", "C", "O", "O", "C", "O", "N", "C", "O", "H", "H", "H", "H"], "coordinates": [[1.2845, 0.8894, -1.9854], [-2.0242, 8.1355, -1.7343], [-1.8438, 6.7964, -1.5920], [-2.1145, 6.1678, -0.3646], [-1.9406, 4.8125, -0.2194], [-1.4946, 4.0596, -1.3074], [-1.2181, 4.6665, -2.5343], [-1.3939, 6.0212, -2.6747], [-1.2593, 2.3705, -1.1316], [-1.3318, 1.7239, -2.4249], [-2.0335, 1.8586, -0.0446], [0.3764, 2.1491, -0.7793], [0.9837, 2.3638, 0.4660], [0.3953, 3.2131, 1.2893], [1.0467, 3.4418, 2.4292], [2.2538, 2.8359, 2.7345], [2.7582, 1.9600, 1.7930], [2.1304, 1.7046, 0.6412], [-2.3525, 8.6955, -0.9702], [-1.8454, 8.5917, -2.6090], [-2.4721, 6.7606, 0.4682], [-2.1518, 4.3224, 0.7201], [-0.8872, 4.0654, -3.3711], [-1.1984, 6.4986, -3.6268], [0.5739, 4.1327, 3.1176], [2.7706, 3.0347, 3.6611], [3.6985, 1.4441, 1.9515], [-2.1864, -4.9414, 0.9224], [-1.9402, -4.0574, 2.1541], [-2.7602, -2.7748, 2.0395], [-2.4779, -4.8292, 3.3721], [-0.4095, -3.8136, 2.3297], [0.2086, -5.0868, 2.5767], [0.0439, -2.8933, 3.5016], [0.2373, -1.3688, 3.3333], [-0.9300, -0.4619, 3.6401], [-1.5020, -0.4487, 4.9097], [-2.5718, 0.3810, 5.2057], [-3.0758, 1.2154, 4.2185], [-4.4152, 2.2625, 4.5790], [-2.5202, 1.2285, 2.9535], [-1.4454, 0.3928, 2.6794], [0.3954, -3.5028, 1.0395], [0.1201, -2.3323, 0.1924], [0.9716, -1.3598, -0.0678], [0.4354, -0.5897, -1.0083], [-0.7865, -1.1455, -1.2904], [-0.9864, -2.2213, -0.5873], [-3.2185, -5.2954, 0.9365], [-1.5351, -5.8165, 0.9337], [-2.0400, -4.3992, -0.0114], [-3.7755, -3.0355, 1.7331], [-2.3726, -2.0744, 1.3010], [-2.8302, -2.2594, 2.9951], [-3.5639, -4.8844, 3.2926], [-2.2548, -4.3431, 4.3235], [-2.1169, -5.8598, 3.4045], [-0.1604, -5.4544, 3.3873], [1.0210, -3.3018, 3.7670], [-0.6000, -3.0733, 4.3636], [0.6019, -1.1323, 2.3352], [1.0460, -1.0879, 4.0131], [-1.1080, -1.0938, 5.6878], [-3.0137, 0.3846, 6.1930], [-2.9227, 1.8735, 2.1825], [-1.0301, 0.3954, 1.6766], [0.3316, -4.3783, 0.3973], [1.4360, -3.3989, 1.3457], [1.9421, -1.2295, 0.3801], [-1.4792, -0.7380, -2.0088], [6.1303, -3.0573, -4.6279], [5.0999, -2.4365, -5.1952], [4.8913, -1.1380, -5.0152], [3.8355, -0.4713, -5.6315], [3.4926, 0.8718, -5.2392], [2.6755, 0.9059, -3.9822], [2.3180, 1.9976, -3.4424], [2.2960, -0.1689, -3.4015], [2.8941, -1.1514, -6.3966], [1.9143, -0.6043, -6.8483], [3.1692, -2.4868, -6.5790], [4.1968, -3.2514, -6.0120], [4.2840, -4.4354, -6.1923], [5.5546, -0.5459, -4.3990], [2.8913, 1.3241, -6.0272], [4.3884, 1.4765, -5.0967], [2.4964, -2.9948, -7.1381]], "lowdin_charge": [1.4156, 0.1340, -0.3003, -0.0123, -0.0556, -0.3252, -0.0486, -0.0158, 0.6245, -0.3455, -0.2773, -0.2306, -0.4723, 0.1576, -0.0840, -0.0376, -0.1131, 0.0916, 0.1060, 0.1059, 0.1178, 0.1094, 0.1172, 0.1173, 0.1229, 0.1088, 0.1147, -0.0444, -0.5076, -0.0262, -0.0389, -0.4117, -0.0265, -0.0802, -0.1213, -0.2452, -0.0383, -0.0921, -0.6619, 0.6740, -0.0939, -0.0549, -0.0162, -0.0511, -0.0958, -0.0631, -0.1153, 0.1668, 0.0934, 0.0907, 0.0658, 0.0988, 0.0604, 0.0824, 0.0971, 0.0847, 0.0905, 0.0992, 0.1241, 0.1074, 0.0731, 0.1237, 0.1203, 0.1092, 0.0912, 0.0855, 0.1421, 0.1440, 0.1522, 0.1305, 0.1124, -0.1875, 0.0489, -0.0071, -0.0295, -0.5439, -0.0341, -0.0682, -0.4680, 0.1056, 0.2272, -0.3827, 0.1395, 0.1531, 0.1538, 0.1563, 0.1766], "charge": 1, "homo_energy_ev": -10.6}

***

{"formula": "C4H14N2", "method": "ωB97M-V/def2-TZVPD", "symbols": ["C", "C", "N", "H", "H", "H", "H", "H", "H", "H", "C", "N", "C", "H", "H", "H", "H", "H", "H", "H"], "coordinates": [[-1.8206, -1.3547, 1.6424], [-1.0730, -0.9915, 0.3677], [-1.2632, -2.0262, -0.6268], [-2.8778, -1.4575, 1.4098], [-1.7427, -0.5668, 2.3926], [-1.4241, -2.2826, 2.0406], [-0.0099, -0.8701, 0.6066], [-1.3660, 0.0350, 0.0378], [-0.9791, -1.7716, -1.5653], [-2.2509, -2.2424, -0.7168], [1.6963, 0.7999, -1.6603], [0.9125, 1.3063, -0.5722], [1.5071, 1.8291, 0.6233], [2.7712, 0.9013, -1.4950], [1.3953, 1.3034, -2.5778], [1.4448, -0.2559, -1.8578], [0.0943, 1.8252, -0.8876], [1.7788, 0.9890, 1.2878], [2.4151, 2.3880, 0.3860], [0.7919, 2.4419, 1.1649]], "mulliken_spin": [0.0093, 0.0053, 0.0125, 0.0004, -0.0009, -0.0006, 0.0010, 0.0065, 0.0007, -0.0006, 0.0141, 0.7943, 0.0083, 0.0103, 0.0257, 0.0536, -0.0251, 0.0436, 0.0439, -0.0023], "s2": 0.75, "charge": 1, "homo_energy_ev": [-12.7, -12.6], "multiplicity": 2}

***

{"formula": "C19H22BN4O10", "method": "ωB97M-V/def2-TZVPD", "symbols": ["N", "C", "C", "O", "C", "C", "C", "C", "N", "N", "C", "B", "N", "O", "H", "H", "H", "H", "H", "H", "H", "H", "H", "H", "H", "H", "H", "H", "C", "C", "C", "O", "C", "C", "C", "O", "O", "O", "H", "H", "H", "H", "C", "C", "C", "O", "C", "C", "C", "O", "O", "O", "H", "H", "H", "H"], "coordinates": [[3.8955, 1.2080, 4.4859], [4.6291, 0.2509, 3.6215], [3.7865, -0.9624, 3.1567], [3.4142, -0.9323, 1.7936], [2.5570, -1.2081, 4.0056], [1.3200, -0.4412, 3.6253], [1.3282, 0.6954, 2.8479], [0.1123, 1.3063, 2.5273], [-1.0475, 0.8582, 2.9292], [-1.0039, -0.2111, 3.6939], [0.0729, -0.8977, 4.0765], [-0.0750, -2.1922, 5.0290], [-0.0851, -1.9412, 6.4204], [-0.2361, -3.4504, 4.5025], [3.8217, 2.0925, 4.0011], [4.4476, 1.3776, 5.3129], [5.1075, 0.7393, 2.7751], [5.4326, -0.1581, 4.2279], [4.4342, -1.8284, 3.3072], [4.2004, -0.8965, 1.2435], [2.3033, -2.2646, 3.8946], [2.7830, -1.0728, 5.0585], [2.2517, 1.1007, 2.4848], [0.1077, 2.1882, 1.9095], [-1.9093, -0.5392, 4.0089], [0.3881, -2.6424, 6.9809], [0.3323, -1.0469, 6.6554], [0.6012, -3.9069, 4.3714], [-3.8525, -1.3118, -2.1234], [-4.5600, -1.7196, -1.0585], [-4.2936, -1.1841, 0.3229], [-4.9817, -1.5890, 1.2396], [-3.2229, -0.2155, 0.4925], [-2.5160, 0.1869, -0.5690], [-2.7977, -0.3319, -1.9531], [-2.1113, 0.1036, -2.8579], [-1.5193, 1.0655, -0.4958], [-5.5343, -2.6119, -1.1380], [-4.0352, -1.6875, -3.1202], [-3.0332, 0.1544, 1.4890], [-1.1964, 1.1755, -1.4132], [-5.8847, -2.7262, -0.2345], [-1.0480, 1.7139, -5.7576], [0.0181, 2.5218, -5.7653], [0.8855, 2.6875, -6.9826], [1.8253, 3.4564, -6.9013], [0.5586, 1.9235, -8.1724], [-0.5073, 1.1107, -8.1663], [-1.3891, 0.9633, -6.9546], [-2.3455, 0.2174, -7.0380], [-0.8679, 0.3810, -9.2122], [0.3981, 3.2393, -4.7111], [-1.6767, 1.5881, -4.8875], [1.1967, 2.0380, -9.0370], [-1.6684, -0.1078, -8.9413], [1.1895, 3.7337, -5.0004]], "lowdin_charge": [0.0158, -0.1836, -0.3722, -0.0170, -0.0818, -0.1073, 0.0726, -0.0412, 0.1253, 0.1078, 0.0071, -0.5665, 0.2313, 0.1651, 0.0729, 0.0763, 0.1199, 0.1165, 0.1431, 0.1086, 0.1247, 0.1386, 0.1178, 0.1316, 0.1890, 0.1096, 0.0965, 0.1147, 0.0852, -0.2330, -0.3132, 0.1111, 0.0605, -0.2317, -0.3056, 0.1063, 0.0978, 0.1301, 0.1420, 0.1027, 0.1207, 0.1250, 0.0737, -0.2363, -0.3164, 0.1066, 0.0757, -0.2362, -0.3090, 0.1122, 0.1213, 0.1048, 0.1149, 0.1371, 0.1217, 0.1166], "charge": 1, "homo_energy_ev": -10.9}

***

The following ΔE to the lowest compared entry with this formula, charge and spin values (in eV) correspond, in order, to the records above: 0.127; 0.268; 0.000.